1.
Here is a structure of composition C20H36AuNO3P2 in a non-equilibrium geometry from the Open Molecules 2025 dataset. Energies are from the ωB97M-V functional and the def2-TZVPD basis.

The spin multiplicity is 3. The value obtained for the strongest force on any atom is 4.51 eV/A. Its expectation value of S² is 2.03. Its energy above the lowest of the compared OMol25 structures with the same formula, charge and spin is 0.0 kcal per mole. As for the net charge: 0. Its LUMO energy (spin up / spin down) is 0.0067 / -0.0304 hartree.

Last column: Mulliken spin population.
CARTESIAN COORDINATES (ANGSTROEM)
C: 3.20484 -3.01272 -0.26528  -0.0787
C: 2.22699 -2.09501 0.12429  0.2168
N: 1.42781 -1.53611 -0.78893  0.4165
C: 1.50138 -1.85824 -2.08561  0.2494
C: 2.44520 -2.78406 -2.53317  -0.1050
C: 3.30971 -3.36667 -1.60864  0.4603
C: 2.02179 -1.76582 1.59519  -0.0171
P: 0.75178 -0.47977 1.89609  0.1631
Au: -0.58152 -0.48160 -0.00828  0.2882
P: -0.55745 0.01780 -2.26585  0.1367
C: 0.50892 -1.24049 -3.05389  -0.0209
C: -0.75959 4.14884 1.34551  -0.0016
C: -1.60311 3.22457 1.98135  0.0098
C: -2.97181 3.20316 1.67554  -0.0013
C: -3.49712 4.10274 0.73821  -0.0013
C: -2.65560 5.03289 0.11215  0.0015
C: -1.28863 5.05487 0.41658  -0.0012
O: 6.62881 1.37579 0.27872  0.0001
O: 2.45499 2.33300 -0.69247  -0.0013
H: 3.84794 -3.43456 0.50386  -0.0044
H: 2.46726 -3.02792 -3.59388  -0.0046
H: 4.04880 -4.09685 -1.93081  0.0547
C: -0.19171 -0.94074 3.35914  -0.0039
C: 1.64470 1.04062 2.25841  0.0186
H: 1.03588 -0.76333 -3.89579  0.0027
H: -0.14983 -2.01926 -3.47717  0.0130
H: 2.87049 -1.43053 2.01171  0.0051
H: 1.70363 -2.67466 2.13654  0.0105
C: -2.20034 -0.07935 -2.99239  -0.0060
C: 0.17430 1.61263 -2.64306  0.0204
H: -1.20006 2.52425 2.71865  -0.0006
H: -3.62777 2.48396 2.17146  -0.0001
H: -4.56263 4.08230 0.49904  0.0000
H: -3.06480 5.74317 -0.60920  0.0000
H: -0.63125 5.78305 -0.06387  0.0000
H: 0.30868 4.17795 1.57346  -0.0006
H: 2.92138 3.19026 -0.63124  -0.0001
H: 6.98587 0.57704 0.50714  0.0002
H: 6.81171 1.96121 1.03443  -0.0001
H: 3.13161 1.77672 -1.35700  0.0014
H: 0.43549 -1.48675 4.07901  0.0016
H: -0.56734 -0.01769 3.82382  -0.0001
H: -1.05189 -1.55172 3.05332  0.0019
H: 2.31808 0.88237 3.11538  0.0068
H: 2.21346 1.37893 1.37915  -0.0118
H: 0.91300 1.82029 2.51508  -0.0059
H: 0.67076 1.55264 -3.62270  0.0050
H: -0.64186 2.34616 -2.68920  -0.0018
H: 0.90467 1.92634 -1.87275  -0.0037
H: -2.14921 -0.45046 -4.02555  0.0012
H: -2.83177 -0.73938 -2.38156  0.0031
H: -2.62947 0.93209 -2.98260  0.0004
C: -1.79114 -3.55857 0.56165  -0.0095
C: -2.80568 -2.49230 0.16703  -0.0153
C: -4.21909 -2.86581 0.60149  0.0214
O: -2.51851 -1.20909 0.65120  0.1743
H: -1.68810 -3.59590 1.65340  -0.0004
H: -0.80697 -3.34629 0.13057  0.0080
H: -2.11706 -4.54409 0.20946  -0.0006
H: -2.81635 -2.47462 -0.94492  0.0030
H: -4.28282 -2.88838 1.69487  0.0012
H: -4.93515 -2.12722 0.23321  0.0005
H: -4.49429 -3.84967 0.20966  0.0004

Force components x, y, z for each atom (eV/Å):
-1.207 1.321 1.470
2.328 -1.796 0.798
-2.212 2.049 1.034
1.240 -1.463 -2.474
-1.549 1.399 -0.016
1.271 -1.189 -0.723
-3.233 -1.301 -1.460
-0.699 -0.367 -0.504
0.859 -0.463 -0.398
-0.320 -0.687 0.826
0.001 -0.084 -0.160
-0.369 -0.031 -0.019
-0.107 0.285 -0.296
0.205 0.151 -0.086
0.346 0.020 0.082
0.108 -0.230 0.214
-0.148 -0.208 0.139
-1.327 3.646 -0.363
3.351 -1.542 -2.587
-0.073 -0.032 -0.167
0.068 -0.021 0.197
-0.143 0.165 0.069
0.220 -0.075 0.720
0.269 0.358 0.416
-0.194 -0.179 0.130
0.134 0.241 0.158
3.302 1.074 1.608
0.033 0.304 -0.138
-0.280 0.132 -0.785
0.102 0.522 -0.325
-0.175 0.237 -0.276
0.230 0.208 -0.205
0.342 0.001 0.086
0.119 -0.224 0.214
-0.218 -0.228 0.127
-0.334 -0.062 -0.039
-0.323 -0.498 0.013
1.411 -3.292 0.848
-0.121 -0.339 -0.501
-2.680 2.076 2.759
-0.273 0.176 -0.021
0.032 -0.295 -0.053
0.272 0.177 0.014
-0.109 0.145 -0.213
-0.220 -0.230 0.262
0.252 -0.203 -0.076
-0.138 0.194 0.170
0.289 -0.026 0.030
-0.561 -0.279 -0.471
-0.217 0.169 0.170
0.268 0.203 -0.200
-0.028 -0.310 -0.033
0.017 -0.055 0.199
-0.051 0.506 -0.517
0.000 -0.034 0.119
0.135 0.022 0.236
-0.035 -0.022 -0.079
-0.037 -0.007 0.012
0.110 0.079 0.051
0.001 -0.077 0.016
0.016 -0.012 -0.092
0.080 -0.041 0.043
-0.031 0.040 0.047

2.
Here is a cluster of 2 separate species, C4H13N2 in total in a non-equilibrium geometry from the Open Molecules 2025 dataset. Energies are from the ωB97M-V functional and the def2-TZVPD basis.

The value obtained for the strongest force on any atom is 1.15 eV/A. Its energy above the lowest of the compared OMol25 structures with the same formula, charge and spin is 45.4 kcal per mole. As for the net charge: +1. Its LUMO energy is -0.1225 hartree.

Last column: Mulliken charge in e.
CARTESIAN COORDINATES (ANGSTROEM)
C: -0.02144 -1.75592 -0.07757  -0.5176
N: 0.12850 -2.52192 -1.31130  -0.6031
C: 1.07204 -0.71471 -0.00451  -0.3792
N: 0.84876 0.09460 1.26055  -0.1814
H: 0.02421 -2.46307 0.75679  0.4099
H: -0.99732 -1.25931 0.06020  0.3058
H: -0.59073 -3.23406 -1.31254  0.2723
H: -0.09267 -1.92563 -2.10090  0.2345
H: 1.00179 -0.03742 -0.85171  0.2875
H: 2.06627 -1.14686 0.05654  0.3383
H: 1.60542 0.73412 1.47930  0.3988
H: 0.06010 0.73428 1.03477  -0.0245
H: 0.65004 -0.52958 2.04088  0.3617
C: -1.48865 2.06604 0.14912  -0.6743
C: -0.42161 2.57079 -0.47689  -0.5494
H: -2.09172 1.32125 -0.35443  0.2934
H: -1.76475 2.41506 1.13489  0.3862
H: -0.26330 2.44450 -1.54086  0.3204
H: 0.27505 3.20783 0.05767  0.3210

Force components x, y, z for each atom (eV/Å):
-0.336 -0.386 0.013
-0.388 0.447 0.326
0.182 -0.164 0.521
-0.403 0.363 -1.015
0.348 0.066 0.037
0.032 0.104 -0.269
0.130 -0.279 -0.112
0.091 -0.014 -0.157
0.134 0.166 0.055
0.002 -0.091 -0.135
0.460 -0.195 0.164
-0.167 -0.259 0.398
-0.038 0.219 0.152
0.580 -0.033 -0.460
-0.281 0.120 0.363
-0.463 0.310 0.021
0.033 -0.320 0.214
0.240 -0.392 0.074
-0.157 0.338 -0.189

3.
Here is the molecule C7H7NO2 in a non-equilibrium geometry from the Open Molecules 2025 dataset. Energies are from the ωB97M-V functional and the def2-TZVPD basis.

The spin multiplicity is 3. The value obtained for the strongest force on any atom is 5.03 eV/A. Its expectation value of S² is 2.04. Its energy above the lowest of the compared OMol25 structures with the same formula, charge and spin is 62.0 kcal per mole. As for the net charge: 0. Its LUMO energy (spin up / spin down) is 0.0324 / -0.0456 hartree.

Last column: Mulliken spin population.
CARTESIAN COORDINATES (ANGSTROEM)
C: -1.34147 -0.55629 0.59233  -0.1431
C: 0.44048 2.02011 0.76245  0.1354
C: 1.29484 0.90259 0.43548  0.1167
C: -0.70227 2.39977 0.08289  -0.0745
C: 0.89643 -0.27380 -0.11490  0.6726
C: -1.86696 0.29261 -0.40180  0.6722
C: 0.80775 -2.55484 -0.76372  0.0127
N: -1.11817 -1.25095 1.49384  0.3618
O: -1.70591 1.72548 -0.47180  0.0842
O: 1.47170 -1.25467 -0.66627  0.1288
H: 1.01073 2.76662 1.36959  -0.0032
H: 2.19461 0.77336 1.01101  0.0328
H: -0.99997 3.51139 0.31288  0.0008
H: -2.45172 0.00892 -1.23622  0.0042
H: 0.81975 -2.76624 -1.84828  0.0029
H: -0.16369 -2.44839 -0.40276  -0.0084
H: 1.41387 -3.29566 -0.15471  0.0043

Force components x, y, z for each atom (eV/Å):
-1.147 1.677 -1.008
0.110 0.461 -1.658
-0.632 -2.575 0.654
0.901 3.077 3.879
-0.827 2.813 0.284
0.528 2.561 0.532
2.377 -0.189 -0.574
0.133 -0.575 0.469
-0.072 -3.226 -0.632
1.452 -1.830 -0.336
-1.092 -0.282 -0.819
0.849 0.523 -0.114
0.175 -2.281 -0.798
-0.461 -0.612 -0.277
0.011 -0.281 0.678
-1.487 -0.157 0.592
-0.820 0.897 -0.871

What did the third record say?
Here is the molecule C7H7NO2 in a non-equilibrium geometry from the Open Molecules 2025 dataset. Energies are from the ωB97M-V functional and the def2-TZVPD basis.

The spin multiplicity is 3. The value obtained for the strongest force on any atom is 5.03 eV/A. Its expectation value of S² is 2.04. Its energy above the lowest of the compared OMol25 structures with the same formula, charge and spin is 62.0 kcal per mole. As for the net charge: 0. Its LUMO energy (spin up / spin down) is 0.0324 / -0.0456 hartree.

Last column: Mulliken spin population.
CARTESIAN COORDINATES (ANGSTROEM)
C: -1.34147 -0.55629 0.59233  -0.1431
C: 0.44048 2.02011 0.76245  0.1354
C: 1.29484 0.90259 0.43548  0.1167
C: -0.70227 2.39977 0.08289  -0.0745
C: 0.89643 -0.27380 -0.11490  0.6726
C: -1.86696 0.29261 -0.40180  0.6722
C: 0.80775 -2.55484 -0.76372  0.0127
N: -1.11817 -1.25095 1.49384  0.3618
O: -1.70591 1.72548 -0.47180  0.0842
O: 1.47170 -1.25467 -0.66627  0.1288
H: 1.01073 2.76662 1.36959  -0.0032
H: 2.19461 0.77336 1.01101  0.0328
H: -0.99997 3.51139 0.31288  0.0008
H: -2.45172 0.00892 -1.23622  0.0042
H: 0.81975 -2.76624 -1.84828  0.0029
H: -0.16369 -2.44839 -0.40276  -0.0084
H: 1.41387 -3.29566 -0.15471  0.0043

Force components x, y, z for each atom (eV/Å):
-1.147 1.677 -1.008
0.110 0.461 -1.658
-0.632 -2.575 0.654
0.901 3.077 3.879
-0.827 2.813 0.284
0.528 2.561 0.532
2.377 -0.189 -0.574
0.133 -0.575 0.469
-0.072 -3.226 -0.632
1.452 -1.830 -0.336
-1.092 -0.282 -0.819
0.849 0.523 -0.114
0.175 -2.281 -0.798
-0.461 -0.612 -0.277
0.011 -0.281 0.678
-1.487 -0.157 0.592
-0.820 0.897 -0.871

Please write out number 2 again, unchanged.
Here is a cluster of 2 separate species, C4H13N2 in total in a non-equilibrium geometry from the Open Molecules 2025 dataset. Energies are from the ωB97M-V functional and the def2-TZVPD basis.

The value obtained for the strongest force on any atom is 1.15 eV/A. Its energy above the lowest of the compared OMol25 structures with the same formula, charge and spin is 45.4 kcal per mole. As for the net charge: +1. Its LUMO energy is -0.1225 hartree.

Last column: Mulliken charge in e.
CARTESIAN COORDINATES (ANGSTROEM)
C: -0.02144 -1.75592 -0.07757  -0.5176
N: 0.12850 -2.52192 -1.31130  -0.6031
C: 1.07204 -0.71471 -0.00451  -0.3792
N: 0.84876 0.09460 1.26055  -0.1814
H: 0.02421 -2.46307 0.75679  0.4099
H: -0.99732 -1.25931 0.06020  0.3058
H: -0.59073 -3.23406 -1.31254  0.2723
H: -0.09267 -1.92563 -2.10090  0.2345
H: 1.00179 -0.03742 -0.85171  0.2875
H: 2.06627 -1.14686 0.05654  0.3383
H: 1.60542 0.73412 1.47930  0.3988
H: 0.06010 0.73428 1.03477  -0.0245
H: 0.65004 -0.52958 2.04088  0.3617
C: -1.48865 2.06604 0.14912  -0.6743
C: -0.42161 2.57079 -0.47689  -0.5494
H: -2.09172 1.32125 -0.35443  0.2934
H: -1.76475 2.41506 1.13489  0.3862
H: -0.26330 2.44450 -1.54086  0.3204
H: 0.27505 3.20783 0.05767  0.3210

Force components x, y, z for each atom (eV/Å):
-0.336 -0.386 0.013
-0.388 0.447 0.326
0.182 -0.164 0.521
-0.403 0.363 -1.015
0.348 0.066 0.037
0.032 0.104 -0.269
0.130 -0.279 -0.112
0.091 -0.014 -0.157
0.134 0.166 0.055
0.002 -0.091 -0.135
0.460 -0.195 0.164
-0.167 -0.259 0.398
-0.038 0.219 0.152
0.580 -0.033 -0.460
-0.281 0.120 0.363
-0.463 0.310 0.021
0.033 -0.320 0.214
0.240 -0.392 0.074
-0.157 0.338 -0.189

Look up the strongest force on any atom of the third one. 5.03 eV/A